C19H25N5S | wB97M-V/def2-TZVPD

Geometry (Å):
S 3.5699 -3.3144 1.2550
N 1.2931 2.5279 -0.9480
N 1.8462 2.5130 1.3661
N 1.5736 -2.7250 -0.3173
N 3.2159 1.5205 -0.1911
N 3.2703 -1.1220 -0.1947
C -5.5374 -1.4108 1.6985
C 4.0138 0.9311 0.8645
C -0.6155 -2.4030 -1.2676
C 2.0807 2.1954 0.0857
C -3.1976 0.3489 -0.8723
C 2.7682 -2.3088 0.2115
C -4.1112 0.1730 0.3479
C 0.2136 3.2293 -0.6706
C 0.7553 3.2089 1.6163
C -1.7706 -1.6591 -1.4116
C 0.4109 -1.9500 -0.4439
C 4.3857 -0.5114 0.4886
C 0.2413 -0.7563 0.2550
C -4.6246 -1.2573 0.4885
C 3.4190 0.9387 -1.4927
C -1.9374 -0.4550 -0.7386
C -0.1232 3.6128 0.6206
C 2.9263 -0.5150 -1.4712
C -0.9191 -0.0251 0.1036
H 4.4832 0.9942 -1.7363
H 1.4143 -3.7177 -0.1998
H -5.0035 -1.1595 2.6124
H -3.5605 0.4474 1.2504
H -3.7376 0.0452 -1.7713
H 1.0126 -0.4107 0.9266
H -5.8948 -2.4344 1.7812
H 0.5843 3.4459 2.6594
H -5.1718 -1.5345 -0.4157
H -4.9613 0.8530 0.2548
H -1.0103 4.1835 0.8363
H 5.2727 -0.5319 -0.1544
H -2.5550 -2.0200 -2.0608
H 1.8441 -0.5216 -1.6103
H 3.4260 0.9608 1.7842
H -1.0368 0.8963 0.6553
H -3.7750 -1.9368 0.5853
H -6.3994 -0.7521 1.6140
H -2.9407 1.4067 -0.9691
H 2.8502 1.5136 -2.2224
H -0.4053 3.4854 -1.5221
H 3.3863 -1.0859 -2.2891
H 4.9254 1.5199 1.0192
H 4.6047 -1.0945 1.3842
H -0.4989 -3.3389 -1.7942

Total charge ... 0
Molar mass ... 355.5 g/mol
Energy relative to the best compared isomer or geometry (same formula, charge and spin) ... 0.00 kcal per mole
Gap between HOMO and LUMO ... 8.65 eV
E_LUMO ... 0.73 eV
SMILES string ... CCCCc1ccc(NC(=S)N2CCN(c3ncccn3)CC2)cc1
E ... -38395.453 eV
Largest force on an atom ... 0.57 eV/A

Atom charges from the Löwdin analysis, given in e for atoms 1 to 6: atom 1 (S): 0.647, atom 2 (N): 0.135, atom 3 (N): 0.130, atom 4 (N): 0.045, atom 5 (N): -0.059, atom 6 (N): -0.116